A cluster of 11 separate species, C39H106N12O17 in total in a non-equilibrium geometry. Source: OMol25; level of theory: ωB97M-V/def2-TZVPD.

Output
structure (SMILES)	COCCNCCOC.COCCNCCOC.COCCNCCOC.COCCNCCOC.COCCNCCOC.COCCNCCOC.NC(N)=O.NC(N)=O.NC(N)=O.O.O
LUMO level	0.0053	Ha
Kohn-Sham gap	8.766	eV
HOMO level	-8.623	eV

The geometry in ORCA input format:
```
! RIJCOSX wB97M-V def2-TZVPD def2/J DEFGRID3
* xyz 0 1
C -5.2323 -6.1732 0.3328
O -6.4693 -6.5370 0.8185
C -6.8523 -5.9459 2.0404
C -8.3507 -5.6967 1.8643
N -9.2014 -6.8210 1.9261
C -9.0395 -7.5988 3.1933
C -9.8807 -8.8689 3.4813
O -9.7522 -9.2569 4.8238
C -10.5091 -10.4296 5.2050
H -5.2495 -5.3097 -0.3321
H -4.8747 -7.0288 -0.2400
H -4.5910 -6.0382 1.2038
H -6.3780 -4.9784 2.2044
H -6.5772 -6.3163 3.0279
H -8.4474 -5.1745 0.9124
H -8.7855 -5.0579 2.6330
H -8.9127 -7.4047 1.1540
H -9.2163 -6.9697 4.0657
H -8.0081 -7.9482 3.1457
H -9.4871 -9.7089 2.9090
H -10.9243 -8.6952 3.2189
H -10.5158 -11.2383 4.4742
H -11.5262 -10.0544 5.3180
H -10.0493 -10.7330 6.1456
C -0.6835 8.5835 8.4330
O -0.3272 9.0737 7.1169
C -1.0442 8.3910 6.1234
C -0.9729 9.0899 4.7584
N 0.1792 8.5549 4.0407
C 0.2631 8.7747 2.5761
C -0.8692 8.1290 1.6980
O -0.7516 6.6649 1.5923
C -1.0683 5.9476 2.7368
H -0.3207 9.2890 9.1804
H -0.2409 7.6099 8.6434
H -1.7671 8.6373 8.5379
H -2.1002 8.4282 6.3911
H -0.7891 7.3360 6.0236
H -0.9775 10.1637 4.9460
H -1.9421 8.9015 4.2966
H 1.0427 8.8766 4.4543
H 1.2323 8.3959 2.2515
H 0.3278 9.8487 2.4017
H -0.9580 8.5896 0.7141
H -1.8368 8.4005 2.1200
H -0.4447 6.1023 3.6173
H -0.7799 4.9299 2.4740
H -2.1338 5.8477 2.9435
C 3.9762 2.5988 -5.1818
O 4.9778 1.5752 -5.2807
C 6.0272 1.7984 -6.1972
C 7.1655 0.8305 -5.9964
N 6.9831 -0.5554 -6.3397
C 8.1342 -1.4053 -5.9446
C 8.4148 -1.6885 -4.4757
O 7.1371 -1.7195 -3.8433
C 7.3529 -1.3326 -2.3979
H 3.2142 2.2138 -4.5041
H 3.5613 2.6015 -6.1897
H 4.5177 3.5127 -4.9373
H 6.3548 2.8366 -6.1431
H 5.6285 1.7253 -7.2090
H 7.4619 0.8856 -4.9489
H 8.0619 1.1812 -6.5078
H 6.2664 -0.9788 -5.7677
H 9.0480 -1.0172 -6.3946
H 8.0518 -2.3987 -6.3855
H 9.0809 -0.9602 -4.0131
H 8.9333 -2.6356 -4.3263
H 6.3642 -1.2340 -1.9497
H 7.8916 -0.3991 -2.2355
H 7.9102 -2.1293 -1.9052
C 5.7905 9.3681 4.9903
O 5.2554 8.1454 5.3625
C 5.9421 7.5179 6.4883
C 5.3662 6.2538 6.8893
N 5.9117 5.1509 6.0841
C 5.6465 5.1861 4.6209
C 6.5590 4.0597 4.0175
O 6.6680 4.2818 2.6061
C 5.5627 4.1915 1.7964
H 5.8521 9.9650 5.9003
H 5.1529 9.7616 4.1987
H 6.7738 9.2655 4.5313
H 5.8390 8.1864 7.3431
H 7.0168 7.4084 6.3432
H 4.3054 6.4367 6.7178
H 5.5143 6.1068 7.9591
H 5.7558 4.1748 6.2915
H 6.0289 6.1246 4.2196
H 4.6005 5.0278 4.3586
H 6.1370 3.0698 4.1910
H 7.5682 4.1567 4.4178
H 5.2900 5.0426 1.1725
H 4.5662 3.9704 2.1789
H 5.8161 3.4934 0.9986
C -7.2264 0.5557 -13.9466
O -6.6547 1.2192 -12.8468
C -7.2041 0.8164 -11.5809
C -6.8942 1.9384 -10.5182
N -5.4751 2.1993 -10.3133
C -4.6936 0.9892 -10.0050
C -3.3443 1.3998 -9.5290
O -2.3322 1.2443 -10.5629
C -1.8103 -0.1069 -10.7685
H -8.3037 0.3994 -14.0025
H -6.7383 -0.4155 -14.0272
H -7.0655 1.1654 -14.8357
H -6.9363 -0.2053 -11.3116
H -8.2928 0.8354 -11.6295
H -7.3333 1.7211 -9.5446
H -7.3238 2.8273 -10.9803
H -5.0023 2.6313 -11.0943
H -4.5607 0.3616 -10.8863
H -5.2330 0.4664 -9.2152
H -3.0588 0.8719 -8.6191
H -3.3559 2.4211 -9.1481
H -1.1201 -0.0368 -11.6092
H -2.6848 -0.7278 -10.9635
H -1.2575 -0.6035 -9.9710
C -0.5422 -0.9869 7.0973
O -1.4337 -0.1784 7.7667
C -0.7461 1.0834 8.2158
C -0.6301 0.9993 9.7307
N 0.0275 -0.2174 10.3664
C -0.3191 -0.2430 11.8271
C 0.5455 0.7545 12.6189
O -0.1805 1.1402 13.7634
C -0.3020 0.3599 14.8591
H -0.9262 -2.0067 7.0706
H 0.4595 -1.0474 7.5226
H -0.5355 -0.6152 6.0727
H -1.4211 1.8398 7.8153
H 0.2261 1.3419 7.7961
H -1.6315 1.1812 10.1211
H -0.0602 1.8969 9.9707
H -0.4641 -0.9607 9.8912
H -0.1099 -1.2417 12.2105
H -1.3715 -0.1047 12.0748
H 0.7404 1.6849 12.0855
H 1.5317 0.3626 12.8675
H -0.8564 -0.5373 14.5837
H -0.8344 0.9384 15.6140
H 0.6382 0.0855 15.3376
N -1.7976 -9.6137 -9.7110
C -1.3381 -8.3038 -9.5588
N -1.4442 -8.0068 -8.2933
O -0.7659 -7.6919 -10.4452
H -1.6925 -9.9018 -10.6733
H -2.1704 -10.2145 -8.9898
H -0.9442 -7.1642 -8.0482
H -1.8177 -8.6040 -7.5695
N 1.5629 -9.1555 -2.2728
C 1.3351 -9.4764 -1.0154
N 1.4026 -8.3615 -0.3512
O 1.1146 -10.5998 -0.5718
H 1.9505 -8.2406 -2.4538
H 1.4000 -9.9078 -2.9267
H 1.0428 -8.1894 0.5767
H 1.7870 -7.5602 -0.8310
N 1.7723 -0.6054 -2.8149
C 2.0418 -1.7533 -3.4228
N 2.4035 -1.5224 -4.5868
O 1.8562 -2.8479 -2.9674
H 1.3066 -0.6291 -1.9190
H 2.1515 0.2478 -3.2000
H 2.3926 -2.3310 -5.1920
H 2.6607 -0.5904 -4.8787
O 4.0433 -6.6945 -9.4548
H 4.2822 -6.2818 -8.6249
H 3.2523 -7.1951 -9.2550
O 5.9483 -6.6986 -5.6093
H 6.5530 -7.4189 -5.7879
H 6.1669 -6.4165 -4.7211
*
```

Löwdin atomic charge list, values in e, 4 entries:
1. C -0.1223
2. O -0.1835
3. C -0.2365
4. C -0.2477